Computed, not measured: C16H48AsF6N5O4 as an isolated structure at a distorted geometry, with ωB97M-V/def2-TZVPD.

Properties
energy above the lowest of the compared OMol25 structures with the same formula, charge and spin: 37.9 kcal/mol

Each line ends with the Löwdin charge.
Cartesian coordinates (Å):
C 2.87 3.49 -1.81  -0.1505
H 5.36 3.31 -0.83  0.0719
H 2.87 0.12 2.23  0.0919
C 4.18 1.56 -3.08  -0.0634
F -2.34 -1.91 -3.62  -0.2870
H -5.16 3.29 -2.54  0.0885
C 3.30 1.94 -1.92  -0.4147
H 0.54 2.40 3.91  0.0711
H -1.94 -1.26 5.34  0.0871
H -0.79 -5.47 0.81  0.1267
C -2.81 0.85 -0.23  -0.4419
H 2.17 2.39 3.29  0.0721
C -0.55 -3.39 0.68  -0.4316
C -0.13 -4.79 0.27  -0.2157
C -1.86 -0.18 5.37  -0.0967
H 1.33 -7.03 0.51  0.0876
H -2.07 -3.56 -0.74  0.0931
N 1.94 -0.24 2.32  0.0060
H 1.06 0.39 -0.79  0.0496
N 2.10 1.17 -2.07  -0.0022
H -2.26 0.05 -0.73  0.1068
H -2.66 0.02 1.71  0.0527
H -0.29 0.78 0.18  0.0520
F -1.63 0.50 -3.26  -0.2679
H 2.38 0.25 -2.39  0.0868
H 1.47 1.50 -2.78  0.0769
H 0.17 -1.43 3.98  0.1192
H 0.72 2.11 2.22  0.0567
H 3.85 1.56 -1.05  0.1223
C -5.42 3.18 -1.49  -0.1176
H 1.81 -6.20 -1.04  0.0903
H 2.88 -6.13 0.39  0.0876
H 0.28 -0.77 -0.03  0.0261
N 0.53 0.20 0.05  0.2448
H 1.06 0.30 0.91  0.0314
F -0.02 -2.44 -4.56  -0.3111
C -3.77 1.51 -1.24  -0.1611
H -2.54 0.22 4.63  0.0809
H -0.40 -3.24 1.75  0.1361
C -0.07 -0.38 3.83  -0.1739
N 0.31 -2.47 0.01  0.0254
H -2.34 2.37 0.91  0.0847
H -2.05 0.24 6.36  0.0951
H 4.81 0.69 -2.93  0.0830
H -1.73 2.56 -0.49  0.0975
H -4.02 1.14 1.45  0.0865
C 1.20 1.92 3.18  -0.0374
H 2.30 3.54 -0.89  0.1120
O -0.52 0.15 5.07  -0.2010
H -2.66 -3.46 0.95  0.0860
H -5.88 4.04 -0.99  0.0899
H 1.19 -2.97 0.06  0.0890
H -0.81 -0.24 3.05  0.1041
H 1.97 0.30 4.36  0.1280
H 0.02 -2.52 -0.96  0.0545
C 1.85 -6.19 0.05  -0.0669
H -3.26 1.71 -2.18  0.1066
H -4.04 -0.61 0.92  0.0831
H -0.32 -5.04 -0.77  0.1344
F -0.36 -1.47 -2.33  -0.3030
As -0.89 -0.94 -3.96  0.9036
O -4.34 2.73 -0.68  -0.1965
F -1.50 -0.62 -5.63  -0.2846
C -3.46 0.31 1.03  -0.0493
O 3.92 4.46 -1.91  -0.1833
H 5.80 5.02 -1.07  0.0865
H 4.69 4.55 0.11  0.0773
C 1.30 0.37 3.50  -0.3450
H 2.07 -1.22 2.51  0.0869
H -2.22 -2.01 0.10  0.0573
H 2.23 3.77 -2.65  0.1273
N -1.88 1.84 0.19  0.0267
O 1.21 -5.05 0.65  -0.2098
C 4.98 4.33 -0.92  -0.0917
H 3.57 1.48 -3.99  0.0901
C -1.95 -3.06 0.23  -0.0353
H -4.58 0.82 -1.51  0.1258
H -6.20 2.42 -1.55  0.0781
H 4.89 2.38 -3.19  0.0721
F 0.51 0.08 -4.25  -0.2685



Computed, not measured: a 5-piece molecular cluster, C16H48BF4N4O4 overall at a distorted geometry, with ωB97M-V/def2-TZVPD.

Properties
total charge: +3
energy above the lowest of the compared OMol25 structures with the same formula, charge and spin: 38.2 kcal/mol

Each line ends with the Löwdin charge.
Cartesian coordinates (Å):
H 3.42 -1.68 -2.33  0.0691
H 0.75 -0.06 4.75  0.1024
H 3.94 4.72 -0.82  0.1427
C 4.04 2.73 -1.56  -0.2842
H -1.08 1.58 -2.64  0.0733
C -2.02 2.07 -2.38  -0.0292
H 1.03 -1.77 -1.30  0.1111
H -0.81 -3.09 3.43  0.1494
H -4.38 -3.38 3.56  0.0900
H 4.28 0.98 -2.57  0.0892
H -1.83 3.12 -2.57  0.1006
C 1.91 -3.34 -2.53  -0.2648
F 0.97 1.14 1.22  0.1529
H -6.68 2.78 -2.10  0.1012
H 3.36 2.18 -3.56  0.1054
C -2.52 -3.09 4.68  -0.2973
H -1.92 -1.78 3.05  0.1308
H 3.55 -2.05 0.00  0.0569
H -0.75 0.48 4.09  0.0970
H -2.71 -1.62 6.17  0.1759
H 3.21 -4.99 -1.70  0.1513
C 3.63 -3.13 0.16  -0.0778
H -3.58 3.69 -0.98  0.1479
N 0.76 -2.46 -2.02  0.2282
N -2.77 0.41 -0.63  0.2524
O -4.77 2.18 -1.43  -0.1933
H -1.99 -0.18 -0.31  0.1348
O -0.88 -1.44 4.78  -0.1764
O 2.40 -3.79 -0.16  -0.1613
H 2.65 -1.86 -3.98  0.0945
C 3.49 1.74 -2.57  -0.0169
H -3.76 -1.36 4.94  0.1793
H -0.05 -2.99 -1.68  0.1728
H -3.82 -4.78 4.40  0.0988
N -3.31 -2.10 5.50  0.2179
C 1.21 4.94 -1.72  -0.1070
H -2.06 -3.74 5.42  0.1651
C -2.49 1.86 -0.96  -0.3042
O 2.06 3.98 -1.21  -0.1732
H -2.71 1.75 -3.16  0.0999
H -3.10 -0.03 -1.49  0.1736
H -4.16 -2.42 5.99  0.1889
H -4.02 2.77 0.42  0.1436
C -3.47 -3.93 3.82  -0.0185
H 3.80 -2.94 -3.39  0.1065
H 2.94 2.05 0.11  0.1375
H -3.04 -4.18 2.85  0.0923
C 2.95 -2.34 -3.05  -0.0320
C 2.37 -4.33 -1.46  -0.1888
H 3.81 -3.34 1.22  0.1001
C -1.48 -2.34 3.88  -0.1943
H 2.57 1.23 -2.31  0.0641
H 1.12 4.98 -2.81  0.1008
F 0.52 1.09 -0.99  0.0944
H -3.53 0.41 0.06  0.1669
H 0.18 4.82 -1.36  0.0832
H 0.35 -2.04 -2.86  0.1689
H 3.53 4.50 -2.58  0.1472
H 1.49 -3.87 -3.38  0.1563
H 5.12 2.85 -1.71  0.1587
N 3.93 2.13 -0.15  0.2460
H -6.00 3.74 -0.82  0.0986
H 1.36 5.98 -1.40  0.1039
C 3.41 4.12 -1.56  -0.1754
F 2.03 -0.39 -0.26  0.0616
C -0.12 -0.41 4.18  -0.0729
C -3.71 2.66 -0.62  -0.1922
H -1.66 2.20 -0.33  0.1514
C -6.05 2.72 -1.22  -0.0815
H 4.46 1.26 -0.13  0.1689
F -0.11 -0.72 0.42  0.1011
H 1.58 -5.09 -1.43  0.1356
H -6.64 2.15 -0.49  0.0929
H 0.31 -0.59 3.19  0.0747
H 4.51 -3.45 -0.40  0.1026
H 4.24 2.75 0.60  0.1820
B 0.83 0.29 0.14  -1.2517



Computed, not measured: a 9-piece molecular cluster, C16H48BF4O16 overall at a distorted geometry, with ωB97M-V/def2-TZVPD.

Properties
total charge: -1
energy above the lowest of the compared OMol25 structures with the same formula, charge and spin: 11.2 kcal/mol

Each line ends with the Löwdin charge.
Cartesian coordinates (Å):
H -5.16 24.87 6.63  0.1148
H 1.71 22.46 6.16  0.0368
H 3.21 20.89 7.28  0.1049
O 2.46 22.63 5.58  -0.0703
C -1.10 19.95 4.60  -0.2196
H 1.92 23.36 10.36  0.1052
H 2.58 24.69 5.77  0.1096
H 1.14 24.05 4.93  0.1206
H -2.07 23.17 12.99  0.0842
F 0.15 20.91 7.27  0.1741
O 2.22 21.49 11.14  -0.0425
H -2.00 19.21 9.14  0.1191
H 4.07 19.46 7.68  0.1220
C -4.52 24.27 7.29  -0.2442
H -1.03 23.50 9.95  0.0617
C -0.19 21.11 4.34  -0.2441
H 0.36 29.02 7.44  0.1174
H 5.91 22.93 6.97  0.0758
C 5.34 21.10 7.29  -0.2454
B -0.05 21.98 8.11  -1.2320
H 5.14 23.41 12.51  0.0776
H -3.27 20.43 7.69  0.1073
O -1.53 24.29 10.17  -0.0657
H 0.42 27.05 5.40  0.0799
C -2.89 19.62 9.64  -0.2539
H -1.07 19.64 5.64  0.1049
H -3.28 18.80 10.25  0.1142
O -2.56 20.70 10.46  -0.0535
H -4.56 21.61 9.20  0.0393
H -5.93 24.05 8.98  0.1189
C 0.30 26.98 7.94  -0.2639
H 4.67 24.17 3.08  0.0712
H 4.30 22.64 9.98  0.1029
H 1.54 21.35 10.47  0.0516
H -4.26 19.03 8.11  0.1139
H 6.25 20.50 7.18  0.1114
C -3.85 19.96 8.50  -0.2558
H -2.02 21.32 9.96  0.0473
H -1.47 25.88 13.07  0.1130
F -1.35 22.51 7.85  0.1034
C -1.71 25.01 12.47  -0.2297
C 4.09 20.32 6.99  -0.2560
O 5.40 22.28 6.48  -0.0581
H -0.79 26.86 7.95  0.1273
C -0.86 24.99 11.20  -0.2071
C 2.84 24.08 3.70  -0.2467
H 5.27 21.43 8.34  0.0999
C -4.91 24.35 8.74  -0.2243
H 2.84 25.16 3.47  0.1134
H -0.37 20.90 2.41  0.0696
H 2.23 23.63 2.91  0.1119
H 0.86 20.85 4.46  0.1225
O -4.94 20.78 8.87  -0.0748
H -4.66 23.22 7.00  0.1204
H -0.41 21.92 5.03  0.1109
H 2.22 23.37 12.07  0.1175
C 3.98 23.13 10.90  -0.2543
H -2.62 23.90 7.30  0.0507
O -0.70 18.81 3.80  -0.0765
O 0.95 25.78 7.56  -0.0621
C 2.52 22.87 11.14  -0.2654
O -4.08 23.46 9.48  -0.1002
F -0.04 21.67 9.50  0.0905
F 0.91 22.98 7.92  0.1252
C 2.22 23.94 5.07  -0.2359
H -2.77 25.05 12.20  0.1208
H 0.47 25.03 7.93  0.0616
O 3.98 19.94 5.64  -0.0432
C 0.72 28.08 7.02  -0.2653
H 1.81 28.14 6.97  0.1203
O 4.79 22.69 11.97  -0.0557
O 4.18 23.61 3.67  -0.0537
H -3.23 23.87 9.67  0.0432
H 4.35 19.06 5.54  0.0783
H 0.57 27.23 8.98  0.1109
O 0.19 27.92 5.72  -0.0592
H -2.12 20.23 4.32  0.1232
H -4.79 25.37 9.15  0.1194
H -0.77 26.05 10.94  0.1116
O -0.40 21.64 3.03  -0.0716
H -1.43 18.59 3.22  0.0694
H 4.13 24.20 10.70  0.1217
O -1.48 23.87 13.30  -0.0646
O -3.18 24.67 7.11  -0.0605
H 0.11 24.57 11.46  0.1133